[1]
{
  "formula": "C20H20N4O2PbS2",
  "method": "ωB97M-V with the def2-TZVPD basis set",
  "symbols": ["Pb", "C", "C", "O", "C", "C", "C", "N", "N", "C", "O", "C", "C", "C", "C", "C", "C", "H", "H", "H", "H", "H", "H", "H", "H", "H", "H", "H", "H", "C", "C", "N", "C", "C", "S", "C", "C", "S", "C", "N", "C", "H", "H", "H", "H", "H", "H", "H", "H"],
  "xyz": [[0.496826, 0.594733, -1.831821], [-2.292143, -2.941559, -1.610929], [-1.788696, -1.663478, -1.008456], [-1.011083, -0.983145, -1.843133], [-2.182235, -1.281223, 0.230113], [-1.672164, -0.124958, 1.000045], [-2.657707, 0.915618, 1.485525], [-0.483576, -0.040489, 1.472333], [0.312973, -1.142455, 1.466081], [1.291723, -1.303606, 0.671468], [1.628203, -0.539415, -0.351384], [2.206651, -2.468634, 0.924080], [2.005406, -3.321906, 2.008033], [2.860187, -4.390574, 2.227251], [3.929367, -4.624526, 1.368633], [4.135077, -3.780879, 0.287465], [3.276049, -2.708265, 0.065832], [-2.800982, -2.738232, -2.557004], [-1.439183, -3.588767, -1.830938], [-2.968932, -3.464161, -0.935849], [-2.904748, -1.908774, 0.745688], [-3.631219, 0.446027, 1.651782], [-2.305558, 1.357163, 2.418481], [-2.810485, 1.720983, 0.769216], [1.168712, -3.127792, 2.667146], [2.694647, -5.048389, 3.071781], [4.596382, -5.461668, 1.542057], [4.963573, -3.958280, -0.388077], [3.421900, -2.046485, -0.777486], [3.155182, 2.073037, 0.949781], [1.975714, 2.950543, 0.669705], [0.967856, 2.673953, -0.110763], [0.044229, 3.707568, -0.147393], [0.368213, 4.783776, 0.605050], [1.852151, 4.512277, 1.395359], [-1.209665, 3.536763, -0.899323], [-2.242530, 4.412340, -0.933517], [-3.520813, 3.770465, -1.861843], [-2.622271, 2.335899, -2.148768], [-1.440042, 2.360800, -1.593297], [-3.201091, 1.191696, -2.916044], [2.982415, 1.085956, 0.526424], [3.305483, 1.972340, 2.025544], [4.063727, 2.503040, 0.521775], [-0.181245, 5.705274, 0.738926], [-2.318052, 5.386031, -0.470155], [-4.102114, 1.489859, -3.449283], [-3.444048, 0.383021, -2.221749], [-2.472064, 0.788498, -3.618367]],
  "forces_ev_per_angstrom": [[0.113, -0.358, 0.063], [-0.058, -0.106, -0.039], [-0.154, 0.334, 0.199], [0.020, 0.099, 0.185], [0.132, 0.007, -0.124], [-0.171, -0.208, 0.095], [0.095, 0.023, -0.111], [0.039, 0.307, -0.072], [0.007, -0.435, 0.156], [0.270, 0.021, -0.253], [0.083, 0.206, 0.140], [-0.066, 0.030, -0.096], [-0.020, 0.014, 0.022], [-0.009, 0.020, -0.014], [-0.005, 0.018, -0.012], [-0.078, 0.073, 0.003], [0.013, -0.057, 0.028], [0.019, -0.019, 0.034], [-0.044, 0.022, 0.000], [0.010, -0.001, -0.045], [0.043, 0.026, -0.073], [0.077, 0.013, 0.003], [0.005, -0.023, -0.064], [-0.055, 0.083, -0.211], [0.040, -0.023, -0.018], [-0.011, 0.017, -0.005], [-0.039, 0.044, -0.004], [-0.024, 0.017, 0.009], [0.020, -0.027, 0.020], [-0.126, 0.008, -0.074], [-0.122, 0.132, -0.043], [-0.105, 0.142, -0.002], [-0.046, -0.437, -0.101], [0.005, 0.297, 0.082], [0.135, -0.055, 0.071], [0.130, -0.388, 0.025], [-0.128, 0.284, -0.031], [-0.116, -0.051, -0.035], [0.108, 0.139, 0.108], [-0.099, 0.150, 0.159], [0.140, -0.094, 0.154], [-0.038, -0.024, -0.022], [-0.027, 0.001, -0.036], [-0.062, -0.013, 0.001], [0.049, -0.156, -0.011], [0.026, -0.146, -0.053], [0.036, 0.012, 0.002], [0.002, 0.027, -0.003], [-0.015, 0.056, -0.008]],
  "largest_force_ev_per_a": 0.5,
  "e_homo_ha": -0.270,
  "homo_lumo_gap_ev": 7.38,
  "total_energy_ha": -2132.86763
}

[2]
{
  "formula": "C3HCl5",
  "method": "ωB97M-V with the def2-TZVPD basis set",
  "symbols": ["C", "C", "C", "Cl", "Cl", "Cl", "Cl", "Cl", "H"],
  "xyz": [[1.161050, 0.444316, -0.024529], [-0.089450, -0.034776, 0.686269], [-1.155139, -0.565836, -0.306301], [1.240131, 2.002251, -0.661311], [0.450630, -1.402906, 1.591763], [-0.815813, 1.231936, 1.506362], [-1.649923, 0.710016, -1.235323], [-0.887037, -2.094821, -0.998423], [1.745551, -0.290180, -0.558508]],
  "forces_ev_per_angstrom": [[-0.691, -0.233, -0.315], [0.945, -1.175, -2.112], [1.781, 0.103, 0.733], [0.207, 0.136, -0.062], [0.363, -0.809, 1.639], [-0.833, 1.603, 2.351], [-1.493, 0.589, -1.872], [-0.356, -0.125, -0.489], [0.075, -0.090, 0.127]],
  "e_above_lowest_kcal_mol": 53.0,
  "largest_force_ev_per_a": 3.0,
  "e_homo_ha": [-0.325, -0.329],
  "homo_lumo_gap_ev": [8.08, 8.02],
  "total_energy_ha": -2415.74609
}

[3]
{
  "formula": "C16H27BBeCaClCsKLiN2O20P2S2",
  "method": "ωB97M-V with the def2-TZVPD basis set",
  "symbols": ["N", "C", "C", "C", "C", "P", "O", "C", "S", "O", "O", "P", "O", "Cl", "H", "H", "H", "H", "H", "H", "H", "H", "H", "H", "H", "H", "H", "H", "H", "H", "H", "Li", "Cs", "O", "H", "Be", "O", "S", "O", "O", "O", "C", "C", "C", "C", "C", "C", "N", "O", "O", "H", "H", "H", "H", "H", "K", "C", "O", "H", "H", "H", "H", "B", "O", "C", "O", "C", "O", "O", "O", "C", "O", "C", "O", "O", "Ca"],
  "xyz": [[4.668649, 1.736885, 0.651226], [4.455048, 3.182613, 0.498260], [3.438676, 3.696388, 1.560651], [2.056416, 4.071824, 0.780983], [0.729602, 3.752450, 1.665080], [-0.730735, 4.950559, 1.376143], [-1.624137, 4.319397, 2.702109], [-1.479698, 3.687681, 0.127413], [-2.431313, 2.350002, 0.822483], [-3.836164, 2.687493, 1.098657], [-2.463370, 1.282844, -0.192944], [0.109068, 6.559229, 2.627132], [1.630555, 7.165357, 1.926456], [0.686028, 5.793070, 4.572057], [4.823808, 1.556013, 1.636531], [5.477678, 1.450387, 0.110269], [4.083346, 3.318132, -0.536021], [5.398492, 3.758731, 0.549794], [3.254735, 2.879393, 2.273233], [3.870241, 4.556642, 2.165848], [2.076676, 5.137042, 0.327417], [2.036891, 3.343898, -0.116684], [0.991593, 3.587696, 2.759309], [0.388076, 2.763558, 1.316047], [-1.855962, 5.818311, 1.097518], [-0.079130, 5.581467, 0.217354], [-2.493955, 4.738826, 2.737423], [-0.719627, 3.216436, -0.515667], [-2.155512, 4.223601, -0.560943], [-1.814116, 1.823814, 1.921260], [1.762484, 8.011968, 2.418133], [-4.813596, 1.295598, -0.267936], [2.924853, 6.343478, 3.042592], [4.369721, -0.022989, -2.483358], [4.402371, 0.438289, -1.637880], [1.271171, 5.201262, 6.948153], [-7.669836, -0.157470, -2.732235], [-8.396117, -0.832221, -1.653377], [-9.109192, 0.146016, -0.829136], [-7.431627, -1.548117, -0.812344], [-9.372093, -1.749960, -2.239965], [-3.334512, -2.419361, 1.303735], [-3.420192, -3.791002, 1.543200], [-2.433964, -4.644105, 1.035959], [-1.388264, -4.082673, 0.310885], [-1.320110, -2.734508, 0.071229], [-2.285624, -1.899972, 0.562148], [-0.284987, -4.880979, -0.218081], [-0.285815, -6.078238, -0.065495], [0.588452, -4.220675, -0.757935], [-4.087787, -1.751382, 1.704631], [-4.240062, -4.192707, 2.122873], [-2.485984, -5.708029, 1.219879], [-0.500997, -2.319371, -0.497332], [-2.220351, -0.835793, 0.375605], [1.718621, 4.835835, -1.482206], [-1.351454, -3.894144, 5.005445], [-0.852366, -2.781449, 4.263095], [-1.164759, -3.719241, 6.061722], [-2.427888, -3.998346, 4.845380], [-0.839717, -4.809299, 4.698429], [-1.027369, -2.956345, 3.333564], [2.470041, -4.764291, -5.193840], [2.697135, -6.064952, -4.594629], [3.109647, -6.905992, -5.568848], [3.380352, -8.048428, -5.411991], [3.168702, -6.133699, -6.860487], [3.494848, -6.546394, -7.921818], [2.788768, -4.861150, -6.606459], [1.085427, -4.291617, -4.974663], [1.119105, -3.162176, -4.297845], [0.188416, -2.504245, -3.948120], [2.562622, -2.814136, -4.025500], [2.978464, -1.815854, -3.411276], [3.348885, -3.704354, -4.521675], [4.822755, -1.616519, -3.450628]],
  "forces_ev_per_angstrom": [[-0.350, 0.631, 0.061], [0.553, 0.059, 0.060], [-0.398, 0.492, -1.258], [0.258, -1.252, 1.961], [1.092, -0.197, 0.100], [-0.517, -1.686, -0.941], [0.817, -0.138, -0.061], [-0.245, 0.108, -0.232], [-1.415, -0.923, -2.287], [0.656, 0.513, 0.612], [0.316, 0.043, 0.340], [-2.762, 2.373, 0.563], [-10.701, 7.110, -7.286], [-1.528, -0.250, 0.066], [0.295, -0.351, -0.160], [0.020, -0.096, 0.261], [0.036, 0.191, 0.357], [-0.301, -0.130, 0.082], [-0.213, 0.272, -0.240], [-0.235, -2.133, -1.505], [0.324, -1.565, 3.049], [0.182, 0.554, 2.196], [-0.280, 0.542, -1.273], [0.337, 0.178, 0.297], [0.434, 0.333, 0.245], [0.347, 0.048, -0.033], [0.039, 0.055, 0.086], [-0.276, -0.210, 0.368], [-0.189, -0.357, 0.413], [-0.074, 0.641, -0.103], [-1.194, 0.489, -1.626], [0.699, 0.225, 0.323], [15.029, -6.423, 9.535], [0.612, 2.165, 1.736], [-0.193, -0.049, -0.345], [0.115, -0.169, 0.596], [-0.015, -0.474, 0.087], [0.253, -0.027, -0.060], [-0.096, -0.515, 0.105], [-0.022, 0.571, -0.049], [-0.090, 0.486, -0.061], [-0.185, -0.277, 0.147], [0.385, 0.080, -0.251], [-0.106, 0.198, 0.108], [-0.699, -0.251, 0.409], [0.583, 0.578, -0.429], [-0.595, 0.401, 0.366], [0.366, 0.233, -0.027], [-0.098, 0.071, -0.029], [0.352, -0.710, -0.193], [-0.060, -0.088, 0.075], [0.028, -0.044, -0.029], [0.125, -0.016, -0.086], [-0.012, -0.175, -0.019], [0.020, -0.137, -0.019], [-0.848, 1.061, -4.685], [0.001, 0.038, -0.360], [0.000, 0.106, 0.080], [0.045, 0.092, -0.044], [0.000, -0.133, 0.114], [-0.092, -0.078, 0.125], [0.010, -0.002, -0.009], [-0.441, -1.619, -0.935], [0.136, 0.545, -0.243], [-0.087, -0.491, 1.020], [0.071, -0.173, -0.042], [0.005, 0.635, -0.908], [0.075, -0.106, -0.136], [0.098, 0.087, 0.575], [0.863, 0.729, 0.463], [-1.372, -0.527, -0.327], [-0.015, 0.396, 0.226], [0.166, 0.312, 0.406], [-6.787, -1.924, -0.692], [0.117, 0.569, 0.291], [6.631, -0.511, -0.922]],
  "e_above_lowest_kcal_mol": 0.0,
  "largest_force_ev_per_a": 18.9,
  "e_homo_ha": -0.440,
  "homo_lumo_gap_ev": 1.59,
  "total_energy_ha": -5523.26232,
  "charge": 2
}

[4]
{
  "formula": "C10H13O2S",
  "method": "ωB97M-V with the def2-TZVPD basis set",
  "symbols": ["C", "C", "C", "C", "C", "C", "C", "C", "C", "C", "O", "O", "S", "H", "H", "H", "H", "H", "H", "H", "H", "H", "H", "H", "H", "H"],
  "xyz": [[3.074439, -0.041639, -0.170012], [2.303574, -0.991033, 0.642084], [2.681199, 1.211869, -0.523159], [-0.036558, 0.115932, -1.176555], [1.408435, 1.891791, -0.308335], [0.161867, 1.396058, -0.375566], [-1.114956, -0.640606, -0.958819], [-1.632380, -1.972555, -1.450278], [-1.745667, -0.354295, 1.802443], [-1.085951, 1.954168, 0.111755], [1.174655, -0.756085, 1.055407], [-3.421307, 0.409186, -0.087453], [-2.017095, 0.396423, 0.204119], [4.072318, -0.357656, -0.294086], [2.983477, -1.761191, 0.880220], [3.558922, 1.948071, -0.837669], [0.778291, -0.231392, -1.944952], [1.431092, 2.971123, 0.126258], [-2.623876, -1.920233, -1.280434], [-1.287577, -2.749579, -0.899249], [-1.209875, -2.033872, -2.392244], [-2.554202, -1.204539, 1.870802], [-2.149909, 0.398286, 2.633219], [-0.770630, -0.577091, 1.789006], [-1.476189, 2.562384, -0.572249], [-0.920433, 2.372764, 1.028349]],
  "forces_ev_per_angstrom": [[-1.752, 1.260, -0.322], [-0.937, 2.681, -0.506], [2.408, 1.515, -0.333], [1.861, -0.549, -1.233], [-0.805, 2.051, 1.749], [2.669, -2.391, -3.048], [0.620, 1.823, 1.103], [1.994, 3.538, 0.767], [-6.369, 1.799, 1.413], [1.069, -3.818, 0.630], [0.952, -1.383, 0.000], [-0.476, 0.664, -0.126], [-1.411, -1.685, 0.405], [1.128, 0.024, -0.411], [0.022, -2.002, 1.112], [-1.993, -1.694, 0.392], [-1.483, 0.829, 1.716], [0.506, -1.914, -0.754], [-3.685, -0.234, -0.648], [1.394, -2.297, 1.955], [-0.112, -0.492, -2.327], [1.957, 1.282, -0.474], [1.319, -1.403, -1.757], [3.661, -1.244, 0.772], [-2.289, 2.476, -2.664], [-0.247, 1.163, 2.588]],
  "e_above_lowest_kcal_mol": 62.0,
  "largest_force_ev_per_a": 6.8,
  "e_homo_ha": -0.472,
  "homo_lumo_gap_ev": 8.45,
  "total_energy_ha": -937.07663,
  "charge": 1
}